Density functional theory data (ωB97M-V with the def2-TZVPD basis set) for a gas-phase ion, C8H9O2 (charge -1).

Output
molecular weight = 137.2 g/mol
E_HOMO = -2.991 eV
orbital gap = 6.6 eV
energy = -12534.7462 eV
energy relative to the best compared isomer or geometry (same formula, charge and spin) = 81.2 kcal per mole
total charge = -1

XYZ file:
```
19
Properties=species:S:1:pos:R:3:mulliken_charge:R:1
C -1.1202 1.6656 0.9936 -1.807
C -0.3740 0.4125 0.3739 0.821
C 0.2479 0.7170 -0.9339 -0.817
C 0.8258 -0.6572 -1.3205 -0.393
C 1.9630 -0.8654 -1.8790 0.547
O 2.8511 -1.1484 -2.5573 -0.525
C 0.2892 -1.5266 -0.0456 0.398
O 0.4669 -2.8100 -0.0498 -0.941
C -1.1938 -0.8710 0.0645 -0.857
C 0.6564 -0.4161 1.0762 -0.690
H -2.1535 1.6897 0.7775 0.355
H -0.6132 2.5724 0.7068 0.399
H -1.0162 1.4532 2.0211 0.413
H 1.1348 1.4805 -0.9629 0.308
H -0.4154 1.1101 -1.6569 0.385
H -1.8781 -1.0027 -0.7259 0.357
H -1.6776 -1.1526 1.0129 0.374
H 0.3374 -0.6687 2.1117 0.390
H 1.6695 0.0174 0.9935 0.283
```

---

Density functional theory data (ωB97M-V with the def2-TZVPD basis set) for a gas-phase ion, C8H9O2S2 (charge +1).

Output
molecular weight = 201.3 g/mol
E_HOMO (spin up / spin down) = -13.070 / -13.293 eV
orbital gap (spin up / spin down) = 5.8 / 7.4 eV
energy = -34193.6848 eV
energy relative to the best compared isomer or geometry (same formula, charge and spin) = 82.3 kcal per mole
total charge = +1

XYZ file:
```
21
Properties=species:S:1:pos:R:3:mulliken_charge:R:1
C -0.9750 1.6090 -1.5201 -1.032
C -1.8894 2.5161 -0.9765 -0.166
C -0.1233 1.1553 -0.5004 0.388
C -0.4479 1.6317 0.7665 0.283
C 1.6041 -0.3576 0.5404 -0.958
C 0.6328 -0.2089 -0.7216 0.313
C 0.9293 -0.6364 1.7179 -0.280
C -0.0483 -2.6802 -0.7423 -0.771
O -0.0413 1.3973 3.3259 -0.458
O -0.3052 -1.1585 -0.7745 -0.365
S -1.7235 2.7897 0.6282 -0.053
S -0.4137 0.6662 2.1587 0.582
H -0.8667 1.0639 -2.4168 0.483
H -2.5263 3.2742 -1.4948 0.380
H 2.4105 -1.0742 0.5622 0.378
H 2.0546 0.6044 0.7750 0.497
H 1.4329 -0.1702 -1.4743 0.333
H 0.6901 -1.5567 2.2395 0.464
H -0.9954 -3.0486 -1.2008 0.299
H -0.3467 -2.8971 0.2410 0.350
H 0.9484 -2.9195 -1.1331 0.335
```

---

Density functional theory data (ωB97M-V with the def2-TZVPD basis set) for a gas-phase ion, C8H9O3 (charge -1).

Output
molecular weight = 153.2 g/mol
E_HOMO = -2.815 eV
orbital gap = 6.3 eV
energy = -14581.2999 eV
energy relative to the best compared isomer or geometry (same formula, charge and spin) = 128.1 kcal per mole
total charge = -1

XYZ file:
```
20
Properties=species:S:1:pos:R:3:mulliken_charge:R:1
C -0.8977 0.1079 0.1452 0.016
C -0.5803 0.5177 1.3398 0.675
C 1.7197 -0.7467 -0.6933 -1.019
C -0.2339 0.6698 -1.1071 0.478
C 2.8787 -0.3338 -0.1591 -0.053
C 3.4145 1.1203 -0.1523 -0.768
C -3.2576 -1.0085 0.7200 -1.250
C -2.0560 -0.8991 -0.2300 -0.473
O -0.2598 0.8823 2.4330 -0.528
O -0.8737 1.3434 -1.8752 -0.674
O 0.9372 0.2780 -1.3648 -0.011
H 3.6567 -1.1028 0.1373 0.296
H 2.7260 1.6613 0.5560 0.119
H 3.2428 1.5761 -1.2336 0.158
H 4.4856 1.1484 0.0932 0.343
H -3.6829 0.0312 0.9174 0.312
H -3.1421 -1.3589 1.7106 0.386
H -4.0395 -1.5553 0.0918 0.314
H -2.4713 -0.4542 -1.1316 0.381
H -1.5666 -1.8773 -0.1972 0.296
```

---

Which value of total charge does entry 1 give? -1

---

Which of these has the highest molecular weight? C8H9O2S2

---

Which value of molecular weight does entry 2 give? 201.3 g/mol

---

The highest total charge belongs to which entry? C8H9O2S2